(1)
# C36H44BiBrN12OS

C36H44BiBrN12OS as an isolated structure (the ωB97M-V functional and the def2-TZVPD basis, the Open Molecules 2025 dataset).

Geometry as XYZ:
```
96
C36H44BiBrN12OS, DFT the ωB97M-V functional and the def2-TZVPD basis
Bi -0.13287 -0.18149 -0.11209
C -0.26017 4.66365 -1.99160
C -0.15803 3.53822 -1.00147
N 0.66817 2.56617 -1.11326
N 1.53953 2.61588 -2.16150
C 2.42832 1.61273 -2.40753
N 3.34314 1.90491 -3.34050
S 2.40128 0.10194 -1.69281
C -1.02878 3.54818 0.21012
C -1.57274 4.74678 0.65553
C -2.33353 4.75905 1.81530
C -2.53752 3.56984 2.48669
C -1.95983 2.41934 1.96905
N -1.21816 2.39422 0.86567
H -0.21461 4.27866 -3.01276
H 0.54499 5.39296 -1.86367
H -1.20414 5.19102 -1.89705
H 1.62912 3.47663 -2.68383
H 3.46743 2.82759 -3.72369
H 4.00409 1.19128 -3.59728
H -1.39433 5.66875 0.12198
H -2.75605 5.68468 2.18195
H -3.12814 3.52335 3.39064
H -2.10574 1.46748 2.46697
Br -0.55061 -7.76164 -0.99284
C -0.44380 -5.88489 -1.14275
C -1.27622 -5.20709 -2.03704
C -1.20599 -3.83558 -2.14738
C -0.31808 -3.08585 -1.35759
O -0.23591 -1.78944 -1.53807
C 0.49690 -3.77329 -0.43696
C 1.41050 -3.13377 0.47674
N 1.40791 -1.91627 0.89876
C 2.34772 -1.56819 1.91849
C 3.02351 -2.48832 2.68448
C 3.98598 -2.10290 3.63666
C 4.26566 -0.78525 3.84204
C 3.54277 0.19726 3.13066
C 3.74093 1.57837 3.36097
C 2.96634 2.48794 2.70722
C 1.97835 2.01218 1.82549
N 1.77986 0.74284 1.56824
C 2.56178 -0.18423 2.18704
C 0.44607 -5.17814 -0.37385
H -1.96550 -5.76906 -2.65351
H -1.81692 -3.30123 -2.86464
H 2.15930 -3.82002 0.86917
H 2.83630 -3.54750 2.57770
H 4.50485 -2.86842 4.19717
H 5.01492 -0.47583 4.55899
H 4.50154 1.89106 4.06556
H 3.08234 3.55112 2.86225
H 1.32669 2.71100 1.31782
H 1.10386 -5.70362 0.30858
C -0.29343 -0.42932 3.78002
N -0.52140 -1.78573 3.33298
C -0.34636 -2.87699 4.28795
C -1.37396 -3.91485 3.82682
N -1.78843 -3.40233 2.52051
C -2.37260 -4.30270 1.53896
C -1.34520 -2.14557 2.31895
N -1.65722 -1.33635 1.31818
C -2.97774 -1.50631 0.69041
C -3.35826 -0.22593 -0.03546
N -2.46804 0.01111 -1.16530
C -2.86901 -0.27233 -2.37556
N -2.09393 0.01304 -3.46732
C -0.97291 0.91108 -3.38305
C -2.91928 0.03445 -4.66808
C -4.02807 -0.91959 -4.28051
N -4.05740 -0.79407 -2.82153
C -4.96485 -1.70154 -2.13122
H 0.70972 -0.35082 4.19937
H -0.36194 0.26133 2.94705
H -1.01680 -0.14300 4.55052
H -0.54696 -2.52216 5.29861
H 0.67986 -3.25016 4.25662
H -2.22713 -3.99191 4.50274
H -0.93956 -4.90710 3.71323
H -2.01022 -5.31007 1.73946
H -2.05264 -4.03308 0.53687
H -3.46209 -4.31111 1.59251
H -3.72253 -1.73726 1.45820
H -2.97830 -2.31730 -0.04056
H -3.25466 0.61171 0.65562
H -4.40759 -0.25006 -0.32033
H -0.12969 0.43660 -2.87907
H -1.23763 1.84456 -2.87558
H -0.64107 1.13494 -4.39613
H -2.35570 -0.29441 -5.53852
H -3.30839 1.04265 -4.85354
H -3.78491 -1.94960 -4.56365
H -4.99167 -0.65595 -4.71192
H -5.41675 -2.34736 -2.88238
H -5.77411 -1.17731 -1.62466
H -4.44652 -2.34512 -1.42356
```

As for the HOMO energy: -12.34 eV. Its energy relative to the best compared isomer or geometry (same formula, charge and spin) is 0.0 kcal per mole. Its charge is +2.

Atomic partial charges in e from the Mulliken method, atoms 1 to 4: Bi 3.5186; C -2.1742; C 1.1094; N 0.3583

(2)
# C22H13F34O9S3

A 3-piece molecular cluster, C22H13F34O9S3 overall (the ωB97M-V functional and the def2-TZVPD basis, the Open Molecules 2025 dataset).

Geometry as XYZ:
```
81
C22H13F34O9S3, DFT the ωB97M-V functional and the def2-TZVPD basis
O -4.20555 0.36432 0.91094
S -4.41507 -0.52678 -0.48234
C -2.73638 -0.72878 -1.30351
C -2.27515 0.73930 -1.81762
C -0.80253 1.11550 -1.27240
F -0.02474 -0.05311 -1.51456
F -0.94884 1.31220 0.10677
C -0.30730 2.37903 -2.10348
F 0.17780 1.90101 -3.33066
F -1.47858 3.11907 -2.43493
C 0.65515 3.39828 -1.36042
F 0.03173 3.94884 -0.21051
F 0.79196 4.51124 -2.22691
C 2.05126 2.82411 -0.86081
F 2.66502 3.88032 -0.13472
F 1.86722 1.78937 0.08509
C 3.03223 2.25774 -1.97135
F 2.88215 2.88313 -3.23519
F 2.63784 0.91554 -2.20714
C 4.59827 2.39198 -1.64158
F 5.23510 1.71247 -2.71809
F 4.94086 3.72923 -1.81571
C 5.10607 1.67999 -0.32938
F 6.42882 1.24456 -0.59713
F 4.40982 0.47998 -0.03832
C 5.17888 2.49563 1.02296
F 4.03948 2.36189 1.84890
F 6.21312 1.90122 1.78408
F 5.50742 3.83495 0.94641
C -4.96441 -2.23152 0.12627
F -3.77119 -2.99477 0.18393
F -5.54190 -2.16942 1.38997
C -6.02835 -2.81997 -0.91811
F -5.48570 -2.62931 -2.19373
F -7.14276 -1.94802 -0.83516
C -6.53445 -4.29943 -0.60006
F -7.86866 -4.16582 -0.14277
F -5.85226 -4.90260 0.48338
C -6.61221 -5.28443 -1.85737
F -7.39625 -6.37450 -1.44882
F -7.37509 -4.64445 -2.86712
C -5.20700 -5.68431 -2.49368
F -5.14278 -5.03051 -3.75247
F -4.13045 -5.12491 -1.75399
C -4.98174 -7.23011 -2.79396
F -3.91108 -7.28483 -3.72748
F -6.06010 -7.83343 -3.47531
C -4.47717 -8.09657 -1.54643
F -5.28841 -7.99724 -0.41516
F -3.17473 -7.72924 -1.12656
C -4.36192 -9.67787 -1.87730
F -5.58892 -10.27785 -2.10185
F -3.40413 -9.94760 -2.84794
F -3.86329 -10.25372 -0.68538
H -3.60555 -0.18844 1.48051
H -2.94461 -1.33413 -2.24637
H -1.98793 -1.22427 -0.61336
H -2.32700 0.78991 -2.94659
H -3.00920 1.47110 -1.32240
C 7.12274 7.00692 0.83474
C 5.70795 7.17099 1.36703
O 5.83902 8.00886 2.51429
S 7.07005 9.04016 2.27962
O 6.53312 10.28364 1.81925
O 7.95753 8.94475 3.39573
O 7.74254 8.27994 1.01418
H 7.68145 6.27013 1.41871
H 7.13734 6.72132 -0.21733
H 5.25207 6.21915 1.63658
H 5.07085 7.68685 0.64257
C 3.28462 0.36314 4.95573
C 2.32241 1.21212 4.14114
O 1.14578 0.41304 4.00721
S 0.97601 -0.50534 5.33373
O 0.05472 0.14464 6.21473
O 0.82480 -1.86678 4.92212
O 2.47160 -0.30239 5.92449
H 3.76472 -0.39720 4.33351
H 4.04958 0.96362 5.44788
H 2.72312 1.47251 3.16340
H 2.05116 2.12600 4.67762
```

As for the HOMO energy: -12.57 eV. Its charge is +1.

Atomic partial charges in e from the Mulliken method, atoms 1 to 4: O -0.3253; S 0.2475; C -0.4440; C -1.0990

The records above yield HOMO-LUMO gap values of 7.2 7.4 eV, respectively.
The records above yield E_LUMO values of -5.102 -5.159 eV, respectively.
The records above yield strongest force on any atom values of 0.10 4.05 eV/A, respectively.